102
Properties=species:S:1:pos:R:3:lowdin_charge:R:1 method="wB97M-V/def2-TZVPD" gap_ev="5.94 / 8.39" energy_ev=-163232.309 de_lowest_kj_mol=151.6 multiplicity=2 charge=-1 s_squared=0.753
N -2.88 4.64 1.68 0.12
C -4.16 3.14 0.66 -0.10
H 5.29 -3.45 0.94 0.02
N -1.92 1.20 0.99 0.01
N -1.96 -2.33 -3.01 0.12
C 3.15 -4.11 -2.54 -0.16
H 3.32 1.91 0.23 0.06
H 0.79 -2.25 -4.59 0.13
N -0.32 3.12 1.10 0.02
N -2.89 3.48 0.99 -0.02
C 3.31 -5.37 0.01 -0.23
H 1.17 -4.48 3.25 0.07
C -3.46 -0.09 -5.58 -0.11
C -4.99 4.11 1.15 -0.03
H 2.91 -3.28 -3.19 -0.01
H -1.61 -2.41 -0.50 0.06
H 1.17 -2.80 -0.13 0.00
H -0.59 -2.66 0.92 0.05
N -0.82 2.02 -1.79 -0.01
H -6.07 4.15 1.08 0.09
Se 2.39 -0.72 -2.30 0.69
O 0.90 -1.20 -1.79 -0.63
H 1.07 -2.12 5.19 0.08
H -4.26 -0.82 -3.72 0.10
C 1.64 -1.20 2.58 -0.59
C 2.11 -2.83 0.42 -0.48
N 1.10 0.03 2.97 -0.03
C 0.35 0.24 4.19 -0.26
C 5.23 -3.23 -0.13 -0.17
C -1.20 -0.77 -6.17 -0.04
H -3.14 1.54 2.69 0.13
H -0.71 1.73 -4.99 0.07
C -0.07 1.93 -4.14 0.00
C 1.26 0.66 5.34 -0.09
H 0.69 0.76 6.27 0.07
C 1.62 -2.77 4.51 -0.27
N -1.61 2.79 -1.01 0.01
H -2.31 -3.04 1.01 0.08
C -4.52 6.28 2.50 -0.05
H -0.36 -0.76 -6.85 0.11
H -0.38 1.03 4.00 0.11
H 0.08 -4.30 4.64 0.07
H -3.15 -1.17 2.84 0.10
H 0.40 0.99 -3.82 0.05
O 3.57 -1.53 -1.52 -0.53
C -1.58 -2.35 0.58 -0.01
H -4.35 0.46 -5.84 0.09
H -4.60 6.10 3.58 0.07
H 2.06 4.93 2.36 0.09
H 2.34 -4.84 -2.60 0.03
C -4.14 5.03 1.78 -0.36
C -1.68 3.66 -3.04 -0.01
C 0.06 4.24 1.72 -0.06
C -3.42 -0.80 -4.39 -0.03
H -2.44 0.47 -7.39 0.09
H -0.22 -0.66 4.46 0.10
C -2.37 -0.09 -6.46 -0.13
H 2.35 -3.32 5.10 0.11
C -2.13 3.79 -1.75 -0.06
C -2.26 -1.51 -4.09 -0.24
O 2.48 -0.92 -3.89 -0.44
H 0.73 2.61 -4.45 0.09
H -2.78 4.54 -1.31 0.12
H 2.30 -5.79 -0.07 0.01
H -0.20 -3.42 -2.60 0.12
H -1.91 4.30 -3.88 0.10
N 0.76 2.34 0.84 -0.01
H 1.73 1.61 5.10 0.07
C 0.64 -3.76 3.87 -0.09
S 2.44 -1.13 1.00 0.92
H -3.78 7.06 2.34 0.07
H 5.54 -2.20 -0.30 0.02
H 3.99 -6.06 -0.51 0.01
C -2.66 0.82 2.05 -0.08
H 1.99 -3.44 1.31 0.02
N -0.21 -2.28 -4.40 0.13
C 1.43 4.19 1.89 -0.02
H -0.07 -3.22 3.24 0.05
H 3.06 -2.49 3.09 0.09
H 3.95 3.16 1.33 0.08
H 3.59 -5.39 1.07 0.01
H 3.34 1.62 1.97 0.07
H 5.93 -3.90 -0.64 0.03
Ca 0.59 0.56 -0.76 1.25
H -4.36 2.25 0.08 0.13
H 0.81 0.58 2.18 0.05
H 4.04 -4.59 -2.93 0.03
B -1.68 2.66 0.53 -0.66
H -0.66 4.99 2.00 0.09
O 2.46 0.84 -1.86 -0.56
C -0.74 -2.74 -3.23 -0.20
C -1.16 -1.46 -4.97 -0.21
N -1.42 0.10 0.36 0.01
N 2.36 -1.94 3.57 -0.05
H 2.05 -0.08 5.48 0.06
C -0.85 2.52 -3.02 -0.32
H -5.50 6.63 2.15 0.07
Si 3.46 -3.57 -0.74 0.41
C 1.83 2.97 1.31 -0.34
C 3.19 2.38 1.21 -0.03
C -2.65 -0.55 2.11 -0.02
C -1.86 -0.96 1.03 -0.33


97
Properties=species:S:1:pos:R:3:lowdin_charge:R:1 method="wB97M-V/def2-TZVPD" gap_ev=7.32 energy_ev=-139727.688 charge=+1
C 0.77 0.60 1.00 -0.21
H -4.28 4.04 0.86 0.06
H 0.64 -2.20 -0.55 0.10
H 0.60 -0.09 0.08 0.07
O -5.19 -2.80 2.49 -0.05
C 7.98 2.15 -0.55 0.02
H -1.97 -2.82 0.37 0.15
H -0.34 -4.20 -2.59 0.12
C -4.00 -0.72 -1.36 -0.16
H 2.29 2.32 1.28 0.12
O -3.49 4.21 0.28 -0.31
C 6.55 -1.48 3.64 -0.38
O -7.12 3.43 -0.89 -0.03
C -6.57 2.36 -1.27 -0.74
H -0.35 2.20 2.06 0.13
H -1.22 -1.22 -0.13 0.10
N -3.46 -1.37 -0.17 -0.01
H -2.06 2.46 -2.90 0.05
H -2.45 -0.84 1.63 0.15
H 3.76 -1.46 5.68 0.12
C 0.51 -3.33 -0.66 -0.22
C 8.73 2.88 0.28 0.03
H 0.80 -3.72 2.67 0.12
C -2.08 -1.94 -0.38 -0.15
O -5.83 -3.26 -3.20 -0.18
C 1.07 -3.22 1.67 -0.11
H 1.49 -3.72 -1.13 0.13
H -2.49 4.32 -3.10 0.06
C -3.35 -0.45 1.02 -0.18
H 9.52 2.45 0.88 0.13
C 3.69 -1.38 3.49 -0.37
H -4.76 0.31 2.71 0.15
H 3.99 -1.32 1.33 0.11
H -3.97 -4.22 -3.57 0.10
H 6.48 -1.40 1.46 0.12
H -4.99 -3.97 -5.08 0.11
C -4.61 -0.63 2.05 -0.10
C -0.61 1.17 1.60 -0.17
C -5.36 -2.77 -1.91 -0.15
O 6.23 2.11 -2.12 0.07
H -4.10 -2.54 -4.33 0.10
C -3.13 1.11 0.60 -0.19
P -3.80 3.36 -1.20 0.99
C -4.70 -3.50 -4.09 -0.10
N -3.72 0.67 -1.78 0.09
O 0.34 -3.93 0.64 -0.23
O -4.32 -1.82 2.85 -0.16
C 2.84 1.13 -0.58 -0.26
O 9.21 5.01 1.17 0.12
C 6.91 2.77 -1.36 -0.38
H 2.45 0.15 -1.07 0.10
H 8.12 1.09 -0.66 0.12
H -1.24 -1.76 -2.48 0.13
N -4.88 -1.38 -2.14 0.15
C 5.85 -1.41 2.34 0.03
O 2.47 -1.34 3.43 0.07
C -4.11 1.54 -0.62 -0.51
N 3.14 2.05 -1.76 -0.03
C 8.52 4.34 0.42 -0.38
C -5.68 1.50 -0.24 -0.13
H 1.40 0.01 1.74 0.08
C -0.72 -3.76 -1.61 -0.13
C -1.79 -2.54 -1.84 -0.15
O 7.76 -1.52 3.71 0.12
H -1.41 2.58 0.08 0.09
H -1.31 -4.54 -0.99 0.13
C 1.74 1.78 0.43 -0.17
H 1.14 2.51 -0.23 0.10
C -2.31 3.44 -2.37 -0.27
H 2.21 -3.28 1.58 0.09
H -1.06 0.55 2.44 0.11
H -6.29 -2.76 -1.23 0.17
Br -6.93 1.82 -3.15 0.68
C 5.72 -1.50 4.86 0.03
H 0.74 -2.12 1.78 0.08
H -1.40 3.77 -1.73 0.05
H 3.82 0.86 -0.06 0.10
H -5.27 -0.89 -2.98 0.15
H 5.92 4.66 -1.83 0.12
H -4.59 -3.47 -1.44 0.14
C 4.52 -1.37 2.27 0.01
H -4.91 -3.24 1.64 0.11
H 4.17 2.14 -1.83 0.02
H -1.23 0.88 -0.57 0.11
H -5.59 -0.85 1.49 0.12
C 7.46 4.96 -0.40 0.03
H -6.11 0.46 -0.09 0.11
H 7.32 6.03 -0.29 0.13
C -1.59 1.47 0.36 -0.17
H -3.49 1.74 1.50 0.15
H 6.24 -1.54 5.81 0.13
C 6.71 4.23 -1.22 0.02
C 4.38 -1.45 4.79 0.03
H 2.88 1.57 -2.64 0.07
H -2.69 -3.02 -2.35 0.06
H -5.78 2.04 0.77 0.14
H -4.28 0.93 -2.61 0.07


96
Properties=species:S:1:pos:R:3:lowdin_charge:R:1 method="wB97M-V/def2-TZVPD" gap_ev=6.59 energy_ev=-210136.105 de_lowest_kj_mol=0.0 charge=-1
H -0.68 -0.45 0.58 0.07
F -3.30 -1.53 -2.70 0.00
H 1.46 2.85 0.81 0.09
C -0.34 -0.85 -0.39 -0.21
H 5.60 -4.28 0.30 0.10
H 1.10 0.31 2.25 0.09
F -2.70 -0.98 -0.14 -0.07
H 3.50 -1.70 -1.10 0.04
C -3.53 7.41 -0.87 -0.08
F 1.89 2.05 -3.69 0.02
C 2.15 -5.83 -0.02 -0.07
H 1.91 -1.04 0.80 0.08
H -5.36 6.92 -1.89 0.10
H -0.76 1.06 1.49 0.07
H -4.01 -0.05 1.73 0.09
H 2.92 -2.89 -3.26 0.10
C -0.51 2.09 1.24 -0.21
N 3.58 -3.92 0.13 0.08
H -0.59 2.16 0.15 0.10
C -1.67 -1.34 -0.98 -0.74
C 0.54 0.21 -1.07 -0.26
H 3.59 -1.28 1.14 0.09
H 0.70 -4.28 -2.28 0.04
C 1.16 -4.17 -3.26 -0.25
C -4.79 6.84 -0.98 -0.08
H -1.85 7.69 0.46 0.10
H -0.74 -2.90 2.99 0.07
C 2.98 0.78 1.29 -0.19
C 0.11 -4.38 -4.35 -0.12
N -4.64 5.98 1.25 0.05
H -0.86 -3.98 -4.06 0.05
H 0.25 -1.72 -0.17 0.06
H -3.72 3.07 1.40 0.09
H -1.46 -2.57 4.55 0.06
H 3.87 0.78 1.93 0.10
F 1.98 2.50 -1.56 0.01
C -0.91 -2.11 3.73 -0.09
H -1.59 -0.95 2.04 0.07
C -5.29 6.14 0.10 -0.16
H 3.15 1.56 0.54 0.08
C 3.95 2.05 -2.67 -0.58
H -5.00 0.10 3.16 0.10
C -3.43 6.54 1.35 -0.16
C 2.37 -4.46 0.01 -0.14
F 4.07 3.21 -3.33 0.13
H 1.58 -2.27 -4.23 0.10
H 1.14 -6.21 -0.12 0.10
H -0.07 0.90 -1.65 0.02
F 4.53 2.24 -1.47 0.12
C -1.66 -0.92 3.13 -0.26
H 0.07 -1.82 4.11 0.06
H 0.96 0.81 -0.26 0.04
C -2.98 2.34 1.73 -0.19
C 3.24 -0.66 -0.87 -0.26
H -2.91 1.60 0.93 0.08
C 4.62 -4.74 0.21 -0.15
F -1.26 -1.16 -3.31 0.07
H 1.55 -3.75 -0.10 0.09
H 1.08 -0.10 -3.39 0.02
C -3.97 0.17 2.80 -0.20
C 2.89 -0.60 0.62 -0.24
H 2.11 1.40 3.17 0.10
C -1.59 2.99 1.85 -0.20
H -6.27 5.67 0.04 0.10
H -0.04 -5.45 -4.57 0.06
C 1.82 -2.78 -3.28 -0.33
H -3.55 -1.89 3.19 0.11
H 4.17 -0.10 -1.04 0.07
H -1.60 3.95 1.32 0.10
H -3.10 7.96 -1.69 0.10
C -3.47 1.62 3.01 -0.19
H -1.19 0.01 3.46 0.10
H 0.41 -3.90 -5.28 0.07
C 0.94 2.39 1.66 -0.18
Br -1.71 -3.31 -1.00 0.85
C 2.46 1.62 -2.52 -0.44
H 3.10 -7.75 0.06 0.10
C -2.16 -0.89 -2.37 -0.94
H -4.27 2.20 3.46 0.10
F 4.69 1.16 -3.33 0.13
H 5.38 -6.75 0.27 0.09
C 3.23 -6.68 0.08 -0.09
C 4.50 -6.13 0.20 -0.08
H -2.65 1.62 3.74 0.10
O 1.40 -1.99 -2.20 -0.41
H 0.92 3.15 2.45 0.10
C -2.84 7.26 0.32 -0.07
Br -2.58 1.01 -2.41 0.85
C -3.15 -0.92 3.49 -0.22
H 1.93 -4.94 -3.34 0.10
H -3.27 -0.84 4.58 0.11
P 1.96 -0.32 -2.26 0.66
C 1.76 1.18 2.15 -0.19
H -2.92 6.39 2.29 0.10
H 3.03 -0.63 -3.20 0.02
H -1.35 3.19 2.91 0.10


100
Properties=species:S:1:pos:R:3:lowdin_charge:R:1 method="wB97M-V/def2-TZVPD" gap_ev="5.69 / 5.69" energy_ev=-107245.608 de_lowest_kj_mol=56.4 charge=0
H -3.07 0.75 2.97 0.06
H 3.52 -1.79 0.04 0.11
H -2.03 -1.39 1.73 0.05
P -0.16 0.04 -2.42 1.13
C 1.06 1.10 5.07 -0.09
H -2.75 -2.10 3.19 0.09
H 1.78 0.29 5.00 0.06
S -2.05 3.06 1.03 0.58
H 4.24 -3.20 1.89 0.11
H -2.89 -0.17 -0.18 0.03
H -3.30 -0.13 4.49 0.09
H -0.90 -0.80 4.49 0.10
H 0.18 0.77 5.61 0.07
C 3.86 0.62 -3.26 -0.28
H -0.40 -2.67 -5.16 0.08
H -3.22 -2.80 -1.70 0.12
C 1.63 -1.67 3.38 -0.07
H -4.42 -0.59 -0.96 0.08
N 1.46 -0.11 0.08 -0.05
H -1.07 -2.47 2.77 0.07
C 0.70 1.64 3.68 -0.50
F -4.09 3.34 -1.50 0.11
C -1.83 -1.69 2.77 -0.11
H 1.74 2.53 1.99 0.05
C -0.99 2.60 -2.83 -0.15
H 1.52 1.91 5.64 0.09
F 0.16 4.53 1.31 0.14
H 5.04 1.74 -4.65 0.08
S -4.51 3.85 1.14 0.59
H 2.74 1.46 2.98 0.08
F -6.13 3.78 -1.01 0.13
H -3.65 -2.65 0.02 0.12
O -2.36 1.98 0.13 -0.39
C 4.74 0.71 -4.46 -0.05
H 2.49 -4.35 4.31 0.08
C 1.65 0.28 -2.29 -0.29
O -1.65 -2.36 -0.43 -0.25
H -1.25 -2.02 -2.97 0.08
H 1.07 -1.69 4.31 0.11
H -2.95 -0.41 -1.94 0.05
C -0.29 -1.64 -4.82 -0.10
C 3.02 -1.71 0.99 -0.03
C 0.81 -2.52 -2.74 -0.11
H -1.43 3.39 -3.42 0.09
O -4.59 2.69 1.98 -0.29
H -0.04 2.44 3.80 0.09
H 0.19 0.87 -5.57 0.05
O -1.64 2.68 2.35 -0.34
C -0.79 1.33 -3.65 -0.50
H 2.08 0.32 -4.38 0.09
H 5.43 0.98 -1.84 0.12
C -3.34 -0.76 -0.99 -0.08
C 3.40 -2.53 2.03 -0.04
C -1.38 -0.48 3.56 -0.51
H 0.64 -3.55 -3.04 0.09
C 1.93 -0.82 1.12 -0.33
H 1.79 -2.22 -3.11 0.08
H 0.29 -2.87 1.00 0.05
C -0.29 -1.62 -3.30 -0.50
F 0.41 2.90 -0.09 0.05
C 3.11 -3.46 4.34 -0.05
H 2.31 3.07 3.57 0.09
H 0.81 -2.46 -1.66 0.05
H 2.99 -2.99 5.31 0.08
H -0.60 2.43 -5.46 0.09
H -0.02 2.94 -2.47 0.07
H -2.07 -4.06 0.65 0.12
C 2.72 -2.53 3.24 -0.28
C 2.22 0.24 -0.99 -0.32
H 5.64 0.12 -4.32 0.08
C -0.01 1.70 -4.91 -0.11
C -0.47 3.85 0.35 -0.63
Pd -0.61 0.41 0.05 0.67
C 0.06 -3.81 0.51 -0.06
N -3.00 4.28 0.89 -0.27
H -2.26 1.31 4.42 0.07
H 4.15 -3.77 4.22 0.07
H 4.00 0.63 0.13 0.12
C -3.02 -2.23 -0.78 -0.28
H -1.12 -1.06 -5.23 0.07
H 0.09 -4.61 1.24 0.08
H 0.93 2.18 -4.64 0.08
H -1.65 2.41 -1.98 0.03
C -1.34 -3.71 -0.09 -0.27
F -0.68 4.68 -0.67 0.15
C -2.57 0.42 3.88 -0.11
O -5.36 4.96 1.39 -0.26
C 1.95 2.21 3.01 -0.10
C 4.38 0.75 -1.97 -0.03
C 2.49 0.41 -3.39 -0.07
C 3.59 0.55 -0.86 -0.03
H 0.64 -1.26 -5.23 0.06
H -1.77 0.94 -3.95 0.11
F -5.30 1.87 -0.49 0.12
H -1.43 -4.34 -0.98 0.12
C -5.03 3.18 -0.57 -0.64
H 4.21 0.34 -5.34 0.07
C 1.23 -0.81 2.36 -0.30
P -0.13 0.42 2.51 1.12
H 0.81 -4.00 -0.25 0.06


93
Properties=species:S:1:pos:R:3:lowdin_charge:R:1 method="wB97M-V/def2-TZVPD" gap_ev=4.77 energy_ev=-110660.874 charge=-1
H -1.75 2.07 1.22 0.05
C -2.90 5.54 -1.03 -0.18
H -0.34 5.28 -3.83 0.13
C 0.24 -5.25 -3.42 -0.12
H -0.98 3.25 2.28 0.04
H 0.32 -3.26 2.69 0.08
H 5.42 0.51 -1.68 0.05
S -1.08 -1.66 -4.92 1.07
H 0.92 -2.43 4.95 0.07
H -2.30 -1.56 -7.04 0.05
C -1.17 1.67 4.60 -0.12
C -2.53 -3.71 -4.46 -0.14
H 0.00 6.22 -2.36 0.13
K 0.69 -0.81 -0.56 0.54
H 2.73 -1.45 1.90 0.06
H -1.98 -5.09 -0.75 0.10
H 1.50 1.75 5.21 0.05
C 0.02 -4.30 -2.47 -0.43
S 1.01 -4.58 -1.08 1.07
O -2.59 6.71 -1.79 -0.13
H 2.85 0.72 4.75 0.05
H -3.68 -3.69 -6.36 0.09
C -2.22 0.13 2.98 -0.14
H -2.73 5.79 -3.63 0.13
H 0.45 -2.19 1.28 0.00
H -2.98 -4.56 -3.97 0.12
C -2.02 6.38 -3.04 -0.20
C 2.82 -1.34 -3.44 -0.24
H -3.21 0.53 3.23 0.08
C -1.54 -2.96 -3.90 -0.47
C -0.74 5.59 -2.87 -0.13
H 3.07 2.47 4.85 0.07
C 2.36 1.68 4.55 -0.12
H 5.05 0.41 -3.42 0.05
H 1.51 -7.06 -3.64 0.09
C -1.91 -3.07 -1.46 -0.46
H -3.33 5.88 -0.09 0.13
C 4.96 -0.10 -2.46 -0.26
H -0.79 0.90 5.26 0.06
H 0.73 3.59 3.51 0.05
H -2.19 1.91 4.92 0.07
H 2.57 -2.64 3.21 0.08
H 3.03 1.88 1.17 0.06
C 2.42 -1.58 2.95 -0.12
H 2.85 -0.75 -4.36 0.06
C -0.82 -3.02 -2.54 -0.68
C 0.94 -1.21 3.15 -0.64
N -1.04 4.41 -2.06 -0.11
H -1.90 3.79 -0.25 0.12
C -2.20 -2.13 -6.13 -0.44
O 3.18 -1.12 -0.83 -0.63
C 1.20 -6.23 -3.02 -0.20
H -4.47 -1.81 0.62 0.06
H -0.93 -2.05 2.36 0.05
C 0.14 -2.23 2.33 -0.14
H -0.57 2.57 4.76 0.05
O -0.03 -1.92 -2.38 -0.48
C -3.43 -3.70 0.18 -0.19
C -3.74 -2.38 0.07 -0.42
H -2.04 -0.73 3.64 0.06
H 3.09 -0.99 3.57 0.06
H -3.93 -4.37 0.87 0.09
H -2.26 -0.24 1.95 0.05
C -2.91 -3.23 -5.75 -0.20
C -0.31 3.31 -2.20 -0.27
H 2.45 -6.55 -1.24 0.06
H 5.41 -1.09 -2.49 0.06
C 0.61 -1.42 4.64 -0.11
H -3.63 4.93 -1.57 0.13
C -1.16 1.22 3.13 -0.65
H -1.83 7.32 -3.56 0.12
C 3.24 1.64 2.22 -0.14
H 3.63 0.62 2.25 0.05
H -0.96 5.30 -0.15 0.14
C -2.38 -4.09 -0.70 -0.13
S -2.75 -1.60 -1.10 1.05
C -1.66 2.39 2.26 -0.16
S 3.22 -0.27 -2.06 0.78
Si 0.58 0.59 2.35 0.81
C -1.65 4.72 -0.77 -0.12
H 1.79 -1.69 -3.25 0.02
C 1.70 -5.98 -1.78 -0.43
H -0.26 -5.26 -4.37 0.10
C 1.97 1.83 3.07 -0.65
H -0.45 -1.33 4.84 0.05
H 4.04 2.32 2.58 0.07
N 0.34 2.35 -2.25 0.19
H 1.24 3.45 1.81 0.06
C 1.55 3.28 2.85 -0.14
H 2.40 3.96 3.06 0.07
H 1.14 -0.71 5.28 0.06
H 3.52 -2.17 -3.47 0.06
H -2.65 2.73 2.62 0.08